Entry 1:
{
  "formula": "C29H25BN9O5Sn",
  "method": "the ωB97M-V functional and the def2-TZVPD basis",
  "symbols": ["Sn", "C", "C", "N", "N", "C", "B", "N", "C", "C", "C", "N", "N", "C", "C", "C", "N", "H", "H", "H", "H", "H", "H", "H", "H", "H", "H", "O", "C", "C", "C", "C", "C", "C", "C", "O", "N", "N", "C", "C", "C", "C", "C", "C", "N", "H", "H", "H", "H", "H", "H", "H", "H", "H", "H", "O", "C", "C", "C", "C", "C", "C", "C", "O", "O", "H", "H", "H", "H", "H"],
  "xyz": [[-0.339, -0.293, 0.040], [4.040, -0.752, 0.931], [2.991, -0.206, 0.196], [1.865, -0.855, 0.488], [2.147, -1.791, 1.407], [3.457, -1.753, 1.689], [1.043, -2.695, 1.978], [0.312, -3.313, 0.778], [0.160, -4.603, 0.455], [-0.512, -4.686, -0.753], [-0.743, -3.362, -1.118], [-0.237, -2.554, -0.186], [0.032, -1.831, 2.762], [-0.115, -1.706, 4.087], [-1.196, -0.873, 4.333], [-1.658, -0.516, 3.069], [-0.915, -1.112, 2.138], [5.074, -0.456, 0.917], [2.983, 0.601, -0.519], [3.896, -2.436, 2.396], [1.506, -3.533, 2.684], [0.530, -5.386, 1.096], [-0.793, -5.575, -1.289], [-1.236, -2.947, -1.983], [0.548, -2.203, 4.776], [-1.604, -0.584, 5.285], [-2.487, 0.113, 2.785], [3.082, 1.284, 3.441], [3.119, 2.518, 2.926], [4.166, 3.353, 3.320], [4.273, 4.626, 2.807], [3.329, 5.111, 1.900], [2.274, 4.315, 1.527], [2.148, 3.009, 2.022], [1.026, 2.163, 1.634], [0.900, 0.960, 1.973], [0.056, 2.725, 0.886], [-0.911, 1.966, 0.542], [-2.139, 2.275, 0.388], [-3.161, 1.303, 0.041], [-4.477, 1.686, -0.187], [-5.405, 0.702, -0.494], [-4.996, -0.623, -0.550], [-3.665, -0.913, -0.300], [-2.791, 0.041, -0.004], [2.298, 0.825, 3.086], [4.888, 2.958, 4.022], [5.099, 5.255, 3.111], [3.430, 6.105, 1.487], [1.521, 4.680, 0.842], [-2.471, 3.294, 0.568], [-4.755, 2.730, -0.141], [-6.434, 0.968, -0.692], [-5.691, -1.417, -0.785], [-3.283, -1.927, -0.319], [-2.808, -0.752, -3.927], [-1.667, -0.533, -4.615], [-1.637, -0.615, -6.007], [-0.471, -0.376, -6.708], [0.693, -0.025, -6.037], [0.677, 0.062, -4.660], [-0.486, -0.203, -3.935], [-0.411, -0.154, -2.439], [0.611, 0.356, -1.906], [-1.312, -0.634, -1.701], [-3.530, -0.938, -4.535], [-2.547, -0.873, -6.539], [-0.467, -0.472, -7.786], [1.606, 0.168, -6.583], [1.570, 0.326, -4.112]],
  "forces_ev_per_a": [[0.73, -0.04, 3.31], [-0.06, 0.03, -0.01], [0.01, -0.17, -0.05], [-0.80, 0.23, -0.63], [0.24, -0.01, 0.14], [0.09, 0.16, -0.13], [0.07, 0.15, -0.02], [-0.13, -0.46, -0.10], [-0.09, -0.11, -0.10], [0.00, 0.05, 0.03], [0.03, -0.18, 0.04], [-0.26, 0.79, -0.11], [0.06, -0.14, 0.31], [-0.18, 0.17, 0.03], [-0.05, 0.01, -0.15], [0.05, -0.09, 0.19], [0.09, 0.49, -1.10], [-0.01, -0.01, 0.01], [0.02, -0.01, 0.02], [-0.07, -0.02, 0.00], [0.06, -0.06, 0.03], [0.05, 0.06, 0.04], [0.02, 0.00, 0.00], [0.03, -0.11, 0.07], [-0.02, -0.10, -0.08], [0.04, 0.00, 0.01], [0.05, 0.05, 0.02], [0.00, -0.25, 0.21], [-0.23, 0.48, -0.32], [0.06, -0.19, 0.01], [-0.05, -0.01, -0.04], [0.08, 0.12, -0.06], [-0.05, -0.13, -0.01], [0.42, -0.16, 0.33], [-0.97, -0.11, -0.60], [0.19, -0.30, 0.28], [0.87, 2.57, 0.32], [-0.28, -3.36, -0.72], [-0.22, 1.16, 0.07], [-0.22, 0.28, 0.01], [-0.15, -0.05, -0.16], [0.11, 0.14, 0.03], [0.10, -0.08, -0.03], [-0.26, 0.04, 0.15], [0.30, -0.79, 0.87], [-0.05, 0.00, -0.10], [0.01, 0.04, 0.00], [0.00, 0.00, 0.01], [-0.02, 0.02, 0.05], [0.00, -0.02, 0.01], [0.23, 0.03, 0.04], [0.00, 0.00, 0.01], [-0.01, 0.00, 0.03], [0.00, -0.01, 0.01], [-0.05, 0.01, -0.04], [-0.03, -0.02, 0.33], [0.29, 0.04, -0.35], [-0.17, -0.04, 0.02], [0.00, -0.02, 0.06], [0.16, 0.02, 0.09], [0.00, 0.00, -0.08], [-0.37, -0.07, 0.88], [0.83, 0.47, -2.96], [-0.15, -0.08, 1.16], [-0.28, -0.41, -1.18], [-0.02, -0.01, -0.14], [0.00, -0.01, 0.01], [-0.04, 0.04, 0.00], [-0.02, 0.00, 0.00], [0.02, 0.00, 0.00]],
  "lowdin_charge": [1.485, -0.021, -0.103, -0.043, -0.006, -0.035, -0.499, -0.006, -0.033, -0.021, -0.098, -0.035, -0.015, -0.034, -0.019, -0.113, -0.042, 0.110, 0.128, 0.134, 0.130, 0.134, 0.106, 0.118, 0.136, 0.106, 0.115, 0.077, -0.255, -0.004, -0.062, -0.082, -0.025, -0.082, -0.402, -0.077, 0.072, -0.075, -0.034, -0.270, 0.012, -0.027, -0.023, -0.088, 0.017, 0.075, 0.122, 0.111, 0.104, 0.110, 0.144, 0.124, 0.119, 0.115, 0.122, 0.081, -0.251, -0.008, -0.052, -0.063, -0.003, -0.053, -0.530, -0.004, -0.108, 0.119, 0.121, 0.117, 0.112, 0.124],
  "multiplicity": 1,
  "total_charge": 1,
  "lumo_ev": -3.28,
  "gap_ev": 7.1
}

***

Entry 2:
{
  "formula": "C29H25CdI2N3O2S4",
  "method": "the ωB97M-V functional and the def2-TZVPD basis",
  "symbols": ["Cd", "I", "C", "C", "C", "I", "C", "O", "C", "C", "N", "C", "C", "C", "C", "C", "C", "N", "C", "H", "H", "H", "H", "H", "H", "H", "H", "H", "H", "H", "O", "C", "S", "C", "C", "S", "S", "S", "C", "C", "C", "C", "C", "N", "H", "H", "H", "H", "H", "H", "H", "H", "H", "C", "C", "C", "C", "C", "C", "C", "C", "H", "H", "H", "H", "H"],
  "xyz": [[-0.443, 0.087, -0.669], [4.553, -2.112, 5.155], [3.630, -1.536, 3.369], [4.233, -1.813, 2.152], [3.577, -1.451, 0.996], [4.457, -1.897, -0.843], [2.308, -0.792, 0.949], [1.763, -0.533, -0.158], [1.755, -0.473, 2.242], [0.411, 0.220, 2.427], [-0.628, -0.557, 1.761], [-0.794, -1.931, 2.147], [-1.017, -2.866, 0.970], [-1.311, -4.211, 1.199], [-1.475, -5.057, 0.121], [-1.348, -4.544, -1.163], [-1.065, -3.196, -1.300], [-0.904, -2.385, -0.259], [2.402, -0.887, 3.393], [5.192, -2.312, 2.104], [0.253, 0.209, 3.519], [-0.682, 2.009, 2.639], [-1.523, -0.072, 1.733], [0.108, -2.278, 2.661], [-1.632, -2.071, 2.847], [-1.404, -4.572, 2.216], [-1.700, -6.105, 0.277], [-1.468, -5.168, -2.038], [-0.963, -2.723, -2.271], [1.930, -0.689, 4.349], [-6.131, 4.594, 1.478], [-5.203, 3.874, 1.169], [-3.532, 4.418, 1.031], [-2.802, 2.873, 0.581], [-3.619, 1.805, 0.534], [-3.311, 0.118, 0.199], [-5.315, 2.139, 0.917], [-1.077, 3.144, 0.165], [0.959, 4.123, 2.386], [1.361, 2.650, 2.525], [2.643, 2.449, 1.712], [1.632, 2.413, 4.016], [0.199, 1.725, 2.027], [-0.126, 1.861, 0.618], [1.714, 4.741, 2.882], [-0.012, 4.324, 2.843], [0.898, 4.432, 1.346], [3.300, 3.315, 1.835], [2.394, 2.346, 0.655], [3.199, 1.565, 2.021], [2.321, 3.175, 4.392], [2.087, 1.443, 4.208], [0.707, 2.486, 4.595], [-0.588, -0.119, -2.820], [-0.663, -0.240, -4.030], [-0.746, -0.381, -5.448], [-0.474, 0.699, -6.297], [-0.554, 0.561, -7.672], [-0.907, -0.655, -8.241], [-1.181, -1.735, -7.411], [-1.102, -1.601, -6.036], [-0.201, 1.646, -5.852], [-0.340, 1.414, -8.306], [-0.969, -0.761, -9.317], [-1.460, -2.691, -7.839], [-1.318, -2.442, -5.389]],
  "forces_ev_per_a": [[0.02, 0.06, 0.04], [0.03, -0.01, 0.05], [-0.04, 0.02, -0.07], [0.05, -0.01, 0.03], [0.06, -0.06, 0.07], [0.01, -0.01, -0.06], [-0.02, -0.01, 0.02], [-0.06, 0.11, -0.06], [0.02, 0.00, 0.01], [-0.04, -0.06, 0.09], [0.00, 0.00, 0.09], [-0.01, -0.02, 0.04], [0.00, -0.05, 0.02], [0.01, 0.03, -0.01], [0.00, -0.01, 0.00], [0.01, 0.02, 0.00], [-0.02, -0.05, -0.04], [-0.02, 0.04, 0.03], [0.03, -0.03, 0.04], [0.00, 0.00, 0.00], [-0.03, 0.02, -0.06], [0.06, 0.04, -0.03], [0.00, 0.00, -0.03], [-0.03, 0.01, -0.01], [0.04, 0.00, -0.03], [0.00, 0.00, 0.02], [0.00, -0.01, 0.00], [0.00, -0.01, -0.01], [0.00, 0.00, -0.02], [0.01, -0.01, 0.00], [-0.09, 0.06, -0.12], [0.17, -0.06, 0.27], [-0.08, 0.00, -0.03], [0.07, 0.17, 0.00], [0.04, -0.32, 0.07], [-0.01, 0.24, -0.20], [-0.06, 0.03, -0.03], [-0.15, -0.12, -0.04], [-0.03, 0.02, 0.04], [0.02, -0.03, 0.03], [0.01, -0.02, -0.03], [0.02, 0.00, 0.00], [0.02, 0.05, 0.04], [-0.01, -0.04, -0.07], [0.00, 0.01, 0.00], [-0.02, 0.00, 0.02], [0.00, -0.01, -0.06], [0.02, 0.03, 0.01], [0.00, 0.01, -0.02], [0.01, -0.02, 0.01], [0.01, 0.02, 0.00], [-0.01, 0.02, -0.01], [-0.03, 0.00, 0.02], [0.03, -0.02, 0.02], [0.00, -0.06, 0.02], [-0.01, 0.02, -0.03], [0.00, 0.01, 0.03], [0.00, 0.03, -0.03], [0.00, -0.01, -0.04], [-0.01, -0.03, -0.03], [0.00, -0.01, 0.04], [0.00, 0.01, 0.00], [0.00, 0.00, -0.01], [0.00, 0.00, 0.00], [0.00, 0.00, -0.01], [0.00, 0.00, 0.00]],
  "lowdin_charge": [1.233, 0.740, -0.765, -0.270, -0.649, 0.822, -0.503, -0.221, -0.151, -0.246, -0.113, -0.157, -0.252, -0.037, -0.088, -0.075, -0.124, 0.064, -0.171, 0.066, 0.127, 0.134, 0.004, 0.125, 0.125, 0.107, 0.095, 0.092, 0.080, 0.090, -0.130, -1.077, 0.892, -0.971, -1.185, 0.365, 0.891, 0.742, -0.104, -0.542, -0.042, -0.057, -0.367, -0.541, 0.071, 0.076, 0.042, 0.076, 0.083, 0.072, 0.077, 0.053, 0.086, -0.130, -0.215, -0.274, -0.048, -0.112, -0.130, -0.114, -0.052, 0.111, 0.091, 0.084, 0.090, 0.104],
  "multiplicity": 1,
  "total_charge": -2,
  "lumo_ev": 3.46,
  "gap_ev": 5.0
}

***

Entry 3:
{
  "formula": "C29H25Cl2FNO5PY",
  "method": "the ωB97M-V functional and the def2-TZVPD basis",
  "symbols": ["Y", "Cl", "C", "C", "C", "Cl", "C", "O", "C", "C", "O", "C", "H", "H", "H", "C", "C", "C", "C", "C", "C", "C", "F", "C", "C", "C", "O", "C", "C", "N", "C", "C", "O", "O", "H", "H", "H", "H", "H", "H", "H", "H", "H", "H", "H", "C", "P", "C", "C", "C", "C", "C", "C", "C", "H", "H", "H", "H", "H", "H", "H", "H", "H", "H", "H"],
  "xyz": [[1.348, 0.360, -1.018], [7.771, 3.880, -1.684], [6.356, 2.910, -1.816], [6.463, 1.636, -2.400], [5.361, 0.827, -2.469], [5.457, -0.733, -3.183], [4.093, 1.219, -1.943], [3.112, 0.387, -1.965], [3.996, 2.554, -1.426], [2.748, 3.057, -0.968], [1.646, 2.469, -0.991], [5.148, 3.374, -1.369], [7.415, 1.300, -2.777], [2.762, 4.090, -0.584], [5.061, 4.370, -0.961], [-0.070, -0.174, 6.187], [-1.352, 0.006, 5.388], [-2.463, -0.961, 5.801], [-3.770, -0.462, 5.197], [-3.594, 0.004, 3.780], [-4.704, 0.346, 3.037], [-4.572, 0.687, 1.692], [-5.670, 1.023, 1.004], [-3.359, 0.653, 1.052], [-2.212, 0.333, 1.791], [-0.918, 0.253, 1.145], [-0.722, 0.561, -0.070], [0.143, -0.218, 1.982], [-0.004, -0.316, 3.335], [-1.185, -0.131, 3.934], [-2.321, 0.058, 3.175], [1.379, -0.401, 1.148], [2.229, 0.513, 1.071], [1.325, -1.316, 0.272], [-0.314, -0.077, 7.244], [0.657, 0.599, 5.945], [0.368, -1.157, 6.032], [-1.710, 1.033, 5.552], [-2.536, -1.002, 6.886], [-2.221, -1.963, 5.439], [-4.166, 0.363, 5.793], [-4.524, -1.250, 5.215], [-5.680, 0.359, 3.497], [-3.281, 0.885, 0.002], [0.846, -0.546, 3.956], [1.358, -0.031, -4.775], [0.711, -0.858, -3.276], [1.620, -2.447, -3.268], [-0.999, -1.304, -3.724], [-1.306, -2.136, -4.797], [-2.628, -2.430, -5.079], [-3.644, -1.909, -4.294], [-3.340, -1.084, -3.225], [-2.022, -0.775, -2.942], [1.111, -0.615, -5.662], [2.439, 0.069, -4.684], [0.915, 0.960, -4.874], [1.640, -2.887, -4.265], [1.138, -3.129, -2.566], [2.639, -2.267, -2.920], [-0.523, -2.551, -5.414], [-2.871, -3.067, -5.914], [-4.673, -2.146, -4.515], [-4.135, -0.680, -2.619], [-1.768, -0.119, -2.113]],
  "forces_ev_per_a": [[-2.12, 0.86, -0.87], [0.18, 0.16, -0.02], [-0.38, 0.04, 0.01], [-0.26, 0.15, 0.22], [-0.41, 0.17, 0.19], [0.12, -0.22, -0.11], [1.13, 0.56, -0.28], [1.91, 0.19, -1.17], [0.16, -0.93, -0.20], [0.03, 0.69, 0.01], [0.60, 1.53, 0.02], [0.02, -0.17, -0.02], [0.09, -0.07, -0.06], [-0.05, -0.16, -0.07], [0.04, 0.11, 0.07], [-0.18, 0.09, -0.26], [-0.03, -0.17, 0.72], [-0.02, 0.31, -0.04], [0.01, -0.09, 0.20], [-0.08, 0.11, -0.12], [0.29, 0.05, -0.12], [0.33, -0.05, -0.13], [0.01, -0.02, 0.04], [-0.27, 0.06, 0.19], [-0.07, 0.00, 0.15], [-0.15, -0.23, 0.71], [-0.46, 0.09, 0.42], [-0.13, 0.13, -0.57], [0.08, 0.04, -0.18], [0.33, -0.10, -0.10], [-0.37, 0.20, -0.72], [0.04, -0.77, 2.31], [0.01, 0.05, 0.59], [0.08, -1.22, 0.97], [-0.01, 0.00, -0.01], [0.10, -0.05, 0.00], [0.08, -0.12, 0.03], [0.04, -0.15, -0.04], [0.01, -0.02, 0.00], [0.05, -0.01, 0.02], [0.01, 0.01, 0.07], [-0.05, 0.00, 0.02], [-0.14, -0.09, -0.02], [0.04, 0.01, -0.11], [-0.01, 0.06, 0.15], [-0.06, -0.04, 0.12], [-0.67, -1.15, -2.11], [-0.05, 0.11, 0.13], [0.27, 0.12, 0.18], [-0.04, 0.09, 0.10], [0.02, -0.06, -0.09], [0.03, 0.05, 0.10], [-0.13, 0.02, -0.02], [0.20, 0.06, 0.03], [0.05, 0.00, 0.00], [0.03, 0.00, -0.02], [0.00, 0.00, -0.01], [0.02, -0.03, 0.07], [0.00, 0.00, -0.07], [0.03, 0.00, -0.12], [0.10, -0.06, -0.07], [-0.01, -0.10, -0.11], [-0.11, -0.03, -0.04], [-0.11, 0.08, 0.10], [-0.16, -0.11, -0.04]],
  "lowdin_charge": [1.361, 0.711, -0.666, -0.087, -0.571, 0.750, -0.329, -0.240, -0.112, -0.120, -0.091, -0.043, 0.116, 0.150, 0.120, -0.038, -0.300, -0.125, -0.124, -0.123, 0.072, -0.246, 0.089, 0.083, -0.034, -0.264, -0.092, -0.021, 0.057, 0.021, -0.065, -0.621, 0.024, -0.050, 0.094, 0.091, 0.091, 0.168, 0.125, 0.136, 0.133, 0.130, 0.141, 0.130, 0.144, -0.229, 0.874, -0.230, -0.373, -0.084, -0.068, -0.067, -0.072, -0.101, 0.049, 0.037, 0.052, 0.051, 0.057, 0.028, 0.103, 0.109, 0.110, 0.104, 0.070],
  "multiplicity": 1,
  "total_charge": 1,
  "lumo_ev": -3.31,
  "gap_ev": 7.6
}